Computed, not measured: a cluster of 2 separate species, C4H14NO2S in total, with ωB97M-V/def2-TZVPD.

- 2S+1: 2
- Gap between HOMO and LUMO (alpha / beta): 0.41016 / 0.21683 Ha
- Total charge: +2
- Relative energy (zero: lowest compared OMol25 entry of this formula, charge and spin): 0.00 kcal/mol
- M: 140.23 g mol⁻¹

```
22
Properties=species:S:1:pos:R:3:forces:R:3:nbo_charge:R:1
H -0.4512 0.7850 1.4360 0.4 0.2 -0.1 0.253
H -2.1322 -1.4339 -0.8731 -0.7 -0.4 0.2 0.205
C -1.1496 -1.3203 -1.2844 0.8 0.6 -0.3 -0.085
C 0.2873 -1.2428 1.7131 -0.9 -0.1 0.2 -0.611
O 0.3494 3.3178 -0.2036 0.1 -0.2 0.0 -0.981
C -0.4536 -0.1623 -0.5320 -0.6 0.4 0.0 -0.073
H -0.0355 4.1990 -0.1170 -0.1 0.0 0.0 0.519
H 2.1855 -0.4145 2.9542 0.0 0.0 0.1 0.183
H -0.4973 -1.2390 -3.1373 -0.3 -0.1 -0.1 0.501
N -1.0848 1.1091 -1.0598 0.2 -0.6 0.1 -0.702
S 2.0236 -0.8439 1.6831 0.2 -0.1 -0.2 0.757
H -1.2310 0.9320 -2.0655 -0.2 0.1 0.0 0.471
H -0.4777 1.9417 -0.9152 -0.1 0.3 0.2 0.479
H -0.5556 -2.2231 -1.1659 -0.2 -0.2 0.1 0.205
H -1.6592 -0.3869 1.2217 0.2 -0.5 0.2 0.270
H 0.1641 -2.2279 1.2496 0.3 0.0 0.0 0.296
H 0.5710 -0.0977 -0.8542 0.6 0.0 -0.1 0.207
C -0.6018 -0.1976 0.9951 -0.2 0.3 -0.4 -0.432
H -1.9857 1.2586 -0.6039 -0.1 0.2 -0.2 0.434
H -0.0236 -1.3138 2.7512 0.0 -0.1 0.1 0.298
H 1.2850 3.4724 -0.3836 0.0 0.1 0.0 0.507
O -1.2919 -0.9741 -2.6491 0.4 0.0 0.2 -0.701
```
Forces are in eV/Å.

***

Computed, not measured: the ion C4H6NO with charge +1, with ωB97M-V/def2-TZVPD.

- Gap between HOMO and LUMO: 0.38811 Ha
- Total charge: +1
- SMILES: C=C[N+](C)=C=O
- Relative energy (zero: lowest compared OMol25 entry of this formula, charge and spin): 44.68 kcal/mol
- M: 84.10 g mol⁻¹

```
12
Properties=species:S:1:pos:R:3:forces:R:3:nbo_charge:R:1
H -0.0051 1.9816 -1.2340 0.0 -1.6 1.7 0.268
H -0.1015 -2.3029 -1.1255 1.7 0.9 -0.9 0.236
C -0.7243 -1.8485 -0.4048 -0.9 1.5 2.9 -0.288
H -1.5115 -2.6030 -0.3811 -0.5 0.7 1.0 0.247
N 0.3486 0.2542 0.2735 -2.6 2.0 -1.0 -0.438
H 0.8317 2.3954 0.3093 -1.6 -1.4 -0.3 0.254
C -0.6456 -0.7647 0.4708 0.0 -3.8 -4.3 -0.079
C 1.5423 0.0221 0.3174 3.2 -1.4 0.7 1.006
O 2.6414 -0.2133 0.4410 0.4 0.1 -0.2 -0.273
C 0.0168 1.6780 -0.1113 0.3 2.7 -0.7 -0.441
H -0.9882 1.9099 0.3042 0.9 -0.2 -0.1 0.263
H -1.4045 -0.5087 1.1404 -0.9 0.4 1.0 0.245
```
Forces are in eV/Å.

***

Computed, not measured: a cluster of 2 separate species, C2H9N2 in total, with ωB97M-V/def2-TZVPD.

- Gap between HOMO and LUMO: 0.38515 Ha
- Total charge: +1
- Relative energy (zero: lowest compared OMol25 entry of this formula, charge and spin): 10.94 kcal/mol
- M: 61.11 g mol⁻¹

```
13
Properties=species:S:1:pos:R:3:forces:R:3:nbo_charge:R:1
C 2.1914 1.3724 -0.8957 -0.4 0.8 0.3 0.420
H -3.8210 -1.1773 1.7164 0.2 -0.2 0.1 0.207
H 2.5868 3.2322 -0.0452 -0.4 -0.1 -0.3 0.451
H 3.6454 -0.0184 -1.0732 -0.1 -0.1 0.6 0.437
H 2.0698 -0.6108 -1.3517 -0.1 0.2 -0.3 0.445
N 2.6473 0.1518 -1.0292 0.3 -0.3 -0.4 -0.720
H -5.1603 -2.2182 1.3413 -0.1 -0.3 -0.1 0.223
H -4.0818 -1.6540 0.0721 -0.1 0.1 -0.8 0.206
H 3.4535 1.8727 0.5216 0.4 0.4 -0.2 0.427
H 1.2522 1.6720 -1.3453 -0.1 -0.2 -0.1 0.235
N 2.8335 2.2632 -0.1787 0.4 -0.8 0.5 -0.694
C -4.1296 -2.0073 1.0774 0.0 0.3 0.7 -0.848
H -3.4874 -2.8783 1.1902 -0.1 0.1 0.2 0.212
```
Forces are in eV/Å.

***

Computed, not measured: a cluster of 5 separate species, C12H28NO15S3 in total, with ωB97M-V/def2-TZVPD.

- Gap between HOMO and LUMO: 0.27588 Ha
- Total charge: -1
- Relative energy (zero: lowest compared OMol25 entry of this formula, charge and spin): 38.02 kcal/mol
- M: 522.55 g mol⁻¹

```
59
Properties=species:S:1:pos:R:3:forces:R:3:nbo_charge:R:1
C -4.0953 1.9301 -0.6179 -3.1 -2.6 -4.2 -0.046
O 2.6858 1.5056 -0.2679 -0.8 0.8 -0.6 -0.515
C -4.4931 3.2210 -0.0018 -0.6 -4.3 2.6 -0.645
H -1.2948 -7.7115 0.2127 -1.1 -2.6 5.1 0.194
H 3.3613 3.1034 -3.3575 -0.6 0.7 -0.4 0.168
O -1.1047 2.0423 3.7263 -3.4 1.4 2.7 -0.708
S -2.2023 0.1460 -1.0514 -2.4 1.8 0.8 2.376
S 1.0607 -4.1277 0.5374 -1.0 -4.3 4.9 2.353
O -3.1415 0.0135 -2.1154 0.7 -0.9 -1.2 -0.936
H -0.4755 1.2138 -2.0265 -0.4 1.0 -0.5 0.265
H 0.1587 -0.2736 3.4292 0.6 -4.6 7.2 0.197
C 5.1913 2.0559 -3.8648 -3.5 -2.2 1.2 -0.090
O -2.2377 -0.7267 0.0478 0.2 -1.9 1.4 -0.952
O 3.1346 -0.3551 0.9078 0.1 2.6 -2.7 -0.653
H 0.9289 -1.9624 1.3151 2.9 2.6 1.8 0.282
O 1.5122 -4.6613 1.8350 0.2 1.1 -2.1 -0.942
H -5.5198 3.4860 -0.0513 -1.0 -0.4 0.2 0.213
H -0.6786 -2.5895 1.1415 0.1 -0.8 1.3 0.281
S -1.5518 3.5774 3.7862 2.9 0.3 -4.8 2.342
C 0.1530 -6.3462 -0.4091 0.1 0.9 -3.3 -0.081
H -2.0618 -6.8557 -0.9113 1.8 0.3 -0.4 0.221
O -0.3162 4.3837 3.9142 -2.5 -1.2 0.8 -0.930
O 3.8012 1.0485 -6.9224 1.4 2.4 3.7 -0.605
O 3.0899 1.7326 -4.8643 -1.4 -0.5 -3.1 -0.482
H 0.8142 2.1129 3.5249 2.5 0.1 1.1 0.184
H 5.5991 2.9121 -3.4325 1.0 1.9 -0.5 0.187
H 1.0505 -6.7255 0.0614 -0.2 -0.8 0.4 0.195
O -0.2452 -5.1674 0.2511 0.4 2.2 0.0 -0.715
C 3.5906 2.1058 -3.6822 3.0 0.6 3.5 -0.097
O 5.2379 1.8181 -5.2377 1.3 0.3 -2.3 -0.493
H 5.6143 1.2286 -3.3034 0.0 -0.4 -0.2 0.202
H -3.2765 2.8313 5.2452 -1.6 -1.8 -0.3 0.262
H 0.2254 0.5706 -0.7326 -1.3 -1.8 -0.9 0.316
C 0.0224 1.7282 2.9947 0.3 -8.2 9.2 -0.019
C -0.0848 0.2354 2.6834 -4.0 4.7 -5.0 -0.629
O -2.7361 1.5730 -0.3438 1.2 -0.1 -0.4 -0.730
C -0.5340 0.2466 -1.5575 -1.3 9.4 9.2 -0.888
H 0.4991 -6.1320 -1.4949 -0.3 0.2 1.6 0.170
O -2.3204 3.8464 2.5627 0.5 -0.2 2.2 -0.940
C -2.5606 3.5595 5.1546 3.2 2.7 3.9 -0.906
C 0.3597 -2.5999 0.8162 -2.5 -3.8 3.8 -0.879
H -4.9002 0.9808 -0.3539 2.4 2.7 -0.4 0.173
H -4.2501 2.0854 -1.7660 0.5 -0.8 1.7 0.178
H -0.2942 -0.2396 -2.2785 2.8 -7.3 -8.0 0.230
H -2.9584 4.5803 5.2223 -0.2 -0.3 -0.2 0.262
H -3.9720 3.9814 -0.3084 3.1 4.2 -2.2 0.206
H -0.0493 2.1474 2.2404 -0.8 7.3 -13.1 0.148
H -4.0698 2.9889 0.9461 -0.6 0.9 1.9 0.237
C -1.0414 -7.2510 -0.6048 0.7 0.8 -3.9 -0.610
H -1.0715 -0.0337 2.1130 1.9 0.5 1.4 0.223
H 0.7244 -0.0569 2.1512 2.5 -0.2 -2.9 0.246
N 3.4284 0.5656 -0.0753 0.9 -4.2 3.6 0.701
H -1.8093 3.5148 6.1010 -1.7 -0.2 -2.2 0.262
O 1.8514 -4.1655 -0.6248 1.0 0.4 -1.1 -0.908
O 4.5022 0.3815 -0.6617 -0.5 0.7 -0.5 -0.511
C 4.0437 1.5554 -5.8049 -1.1 -2.5 -1.9 0.980
H 0.1031 -2.4227 -0.0626 -1.2 3.1 -8.3 0.230
H -0.6748 -8.0759 -1.2681 -0.7 0.7 0.1 0.204
H 3.2778 1.4699 -2.8661 -0.1 -0.4 0.1 0.222
```
Forces are in eV/Å.

***

Computed, not measured: a structure of composition C30H28AsN7O4S2Ti, with ωB97M-V/def2-TZVPD.

- Gap between HOMO and LUMO: 0.23683 Ha
- Total charge: 0
- Relative energy (zero: lowest compared OMol25 entry of this formula, charge and spin): 0.00 kcal/mol
- M: 737.52 g mol⁻¹

```
73
Properties=species:S:1:pos:R:3:forces:R:3:lowdin_charge:R:1
N -0.7084 2.4660 -0.4958 -0.5 -0.3 -0.2 -0.460
C 3.1092 1.2132 -0.0782 -0.5 0.0 -0.1 -0.309
C -1.9799 0.4406 4.8286 0.0 0.0 0.0 -0.029
C 2.8327 -2.6005 1.0912 0.1 0.1 0.1 -0.182
H -3.4867 1.5264 1.9983 0.0 0.0 0.0 0.109
C -4.6498 -2.3445 3.4372 0.0 -0.1 0.0 -0.099
H 4.9113 0.7055 2.7456 0.0 0.0 0.0 0.115
O -1.2456 0.5867 1.2778 0.0 0.1 0.4 -0.199
N -1.9008 -2.9520 0.5935 -0.1 -0.1 0.0 -0.227
C 2.3113 0.8328 2.2543 0.3 0.3 -0.2 -0.048
H -1.0204 0.0675 5.1603 0.0 0.0 0.0 0.110
H -4.0701 -1.4438 -2.3144 0.0 0.0 0.0 0.115
H 3.9155 1.6429 -2.0020 0.0 0.0 0.0 0.126
C -4.3158 -1.4302 1.2438 0.0 0.0 -0.1 -0.256
H 3.3638 -3.5441 0.9774 0.1 0.0 0.0 0.045
H -1.3520 -2.7602 -5.3479 0.0 0.0 0.0 0.108
O -3.0163 1.4819 -1.0389 -0.1 -0.3 0.0 -0.546
C -0.2641 0.2241 -2.0764 0.0 -0.1 -0.4 -0.299
S -2.1915 -2.7893 2.2602 0.1 0.1 0.1 0.965
H -6.5479 -1.9370 4.3510 0.0 0.0 0.0 0.102
H -5.0829 1.1781 5.9611 0.0 0.0 0.0 0.102
H -3.5547 -1.7382 -4.7168 0.0 0.0 0.0 0.112
S -2.1438 2.6375 -0.8442 0.3 0.7 0.0 0.781
H -2.9109 0.2984 6.7513 0.0 0.0 0.0 0.101
C 4.1564 1.4277 -0.9690 0.2 0.0 -0.1 -0.005
C -5.9276 -1.7984 3.4754 0.0 0.1 -0.1 -0.096
H -7.3956 -0.6546 2.4038 0.0 0.0 0.0 0.103
C -2.1414 0.7974 3.4929 0.0 -0.2 0.0 -0.155
H -5.9610 -0.3503 0.4084 0.0 0.0 0.0 0.118
C 4.7110 0.8991 1.6973 0.1 0.0 0.0 -0.046
O 0.5253 -1.1684 0.3038 0.0 -0.6 -0.5 -0.545
H 2.5708 0.6329 3.2924 0.0 0.1 0.0 0.137
N 1.0807 0.9759 1.9583 -0.3 -0.4 0.2 -0.043
C -6.4001 -1.0789 2.3869 0.0 0.0 0.1 -0.094
C -2.5011 -2.1627 -0.2101 -0.1 0.1 0.0 -0.377
N -1.0108 -2.7694 -2.0052 0.2 -0.1 -0.2 0.079
H -5.3729 1.7953 3.5850 0.0 0.0 0.0 0.106
H 6.7805 1.0240 1.1499 0.0 0.0 0.0 0.101
C -2.1851 -2.2500 -1.6702 -0.3 0.0 0.1 -0.223
H 2.8691 -1.1596 -1.7092 0.0 0.0 0.0 0.037
C 2.3216 -2.0893 -1.8618 -0.1 0.1 -0.2 -0.169
O 1.8558 1.2278 -0.5341 0.4 0.0 0.1 -0.202
C -3.1240 -1.8662 -2.6167 -0.1 0.1 -0.2 -0.001
N -3.5062 -1.2842 0.1125 0.2 0.1 -0.1 0.119
H 0.2103 -3.3750 -3.5362 0.0 0.0 0.0 0.105
C -1.6300 -2.6014 -4.3153 0.1 -0.1 0.1 -0.061
H 1.5960 -1.9390 -2.6581 0.1 0.0 0.0 0.010
H 3.5208 -1.7625 0.9993 0.0 0.0 0.0 0.029
H 6.2720 1.5195 -1.2306 0.0 0.0 0.0 0.106
H 1.6588 -4.8631 -0.5626 0.0 -0.1 0.0 0.047
C -0.7578 -2.9442 -3.2936 0.1 -0.1 -0.1 -0.163
As 1.4461 -2.4914 -0.2237 0.0 0.6 0.3 1.089
C 3.3830 0.9670 1.2729 -0.1 0.0 0.3 -0.158
C 5.4664 1.3549 -0.5264 0.0 0.0 0.0 -0.070
H 0.6448 -4.5431 0.8739 0.0 0.0 0.0 0.046
N -0.2398 0.0473 -3.2188 0.0 0.1 0.0 0.053
C -2.8381 -2.0378 -3.9631 -0.1 0.0 0.1 -0.049
C -4.4204 1.4203 3.9350 0.0 0.0 0.0 -0.076
C 5.7558 1.0803 0.8096 -0.1 0.0 0.0 -0.088
Ti 0.1573 0.7071 -0.0407 0.3 0.3 0.6 0.942
C 0.8200 -4.2885 -0.1701 -0.4 -0.1 0.1 -0.205
H 2.3535 -2.5685 2.0696 0.0 0.0 0.0 0.054
H -0.0874 -4.4209 -0.7474 0.1 0.0 0.1 0.014
H -3.6006 -0.4498 -0.4508 0.0 0.1 0.0 0.093
C -3.3665 1.2725 3.0436 -0.1 0.0 0.0 -0.017
H 3.0109 -2.9029 -2.0854 0.0 0.0 -0.1 0.053
H -4.2712 -2.9097 4.2808 0.0 0.0 0.0 0.106
N 0.1942 0.8859 3.0344 0.2 0.1 -0.3 0.116
C -0.9973 0.7215 2.5590 -0.2 0.1 -0.2 -0.414
C -5.5992 -0.9049 1.2672 0.0 0.0 0.0 -0.021
C -4.2570 1.0730 5.2686 0.0 0.0 -0.1 -0.087
C -3.8385 -2.1514 2.3296 -0.1 -0.1 0.1 -0.455
C -3.0374 0.5761 5.7124 0.0 0.0 0.0 -0.079
```
Forces are in eV/Å.

***

Computed, not measured: the molecule C13H14N2O3S2, with ωB97M-V/def2-TZVPD.

- Gap between HOMO and LUMO: 0.32457 Ha
- Total charge: 0
- SMILES: Cc1ccc(NS(=O)(=O)c2csc(C(N)=O)c2)cc1C
- Relative energy (zero: lowest compared OMol25 entry of this formula, charge and spin): 23.37 kcal/mol
- M: 310.40 g mol⁻¹

```
34
Properties=species:S:1:pos:R:3:forces:R:3:nbo_charge:R:1
C -0.0696 1.4373 0.8017 -0.1 -0.1 0.0 0.076
H -2.2252 2.9700 -1.3033 0.0 0.1 -0.1 0.211
H -3.7623 -1.0038 0.7797 -0.2 -0.1 0.0 0.406
H 4.8382 -1.1505 -0.8122 -0.1 0.0 0.0 0.412
H -0.5611 -4.0594 1.1772 -0.1 -0.2 0.1 0.267
H 1.4114 2.5430 1.8876 0.1 0.1 0.1 0.216
H -0.4784 -0.4202 1.7884 0.1 -0.1 0.1 0.216
C 1.6071 -1.8027 -0.4391 -0.6 -0.3 0.2 -0.325
H 1.4889 0.7907 2.1168 0.0 0.0 0.1 0.212
H -3.5629 0.9665 -0.8001 -0.1 0.0 -0.1 0.221
S -2.3739 -2.2382 -0.4273 -0.1 -0.2 0.1 2.310
C 1.2971 1.5796 1.3937 0.0 0.0 -0.1 -0.660
O 2.7270 0.0402 -1.3824 -0.1 0.2 -0.2 -0.603
C -2.5944 1.1043 -0.3438 0.0 -0.1 0.1 -0.222
H 2.0443 1.5171 0.6029 0.1 0.0 0.0 0.239
N -2.7543 -1.0916 0.7545 0.2 -0.8 -0.3 -0.844
N 3.9922 -1.6291 -0.5520 0.4 -0.1 0.1 -0.811
C -0.0546 -3.3041 0.6112 0.3 -0.1 0.0 -0.339
H -0.2633 4.2159 -1.1705 0.0 0.1 0.0 0.217
H 4.0555 -2.5362 -0.1257 0.1 0.0 -0.1 0.394
C -0.6151 -2.3814 -0.2128 -0.5 0.0 0.0 -0.395
C 0.2647 3.5829 -0.4625 0.0 0.0 0.0 -0.636
C -0.8421 0.3245 1.0957 -0.2 0.3 0.1 -0.233
C -1.8334 2.2244 -0.6265 0.0 0.0 0.0 -0.192
O -2.6348 -1.7262 -1.7405 0.3 0.2 0.0 -0.926
H 0.5136 4.1769 0.4163 0.1 0.1 0.0 0.216
C 0.3233 -1.5229 -0.8170 0.6 0.0 -0.2 -0.156
C -2.0878 0.1390 0.5112 0.3 0.7 0.1 0.088
H 1.1982 3.2526 -0.9163 0.1 0.1 0.0 0.229
H 0.0631 -0.7408 -1.5053 0.0 0.2 -0.1 0.269
S 1.6471 -3.1472 0.6655 -0.5 0.3 -0.2 0.453
C -0.5665 2.3969 -0.0863 -0.1 -0.1 0.0 -0.025
C 2.8084 -1.0433 -0.8432 0.0 0.0 0.0 0.644
O -3.0004 -3.4639 -0.0359 0.0 0.0 0.3 -0.932
```
Forces are in eV/Å.

***

| no. | energy (eV) |
| --- | --- |
| 1 | -20776.9036 |
| 2 | -7772.9597 |
| 3 | -5193.4793 |
| 4 | -77594.5607 |
| 5 | -155812.1575 |
| 6 | -44501.6772 |